1) Molecular formula: C3H6N2
Method: DFT, the ωB97M-V functional and the def2-TZVPD basis

ORCA input file:
```
! RIJCOSX wB97M-V def2-TZVPD def2/J DEFGRID3
* xyz 0 1
H -0.1019 -1.4422 -0.3954
C 2.1448 0.6242 -0.3957
H 1.8872 -1.0647 0.8991
H -2.2740 0.4816 0.8012
H 3.1637 0.8077 0.1162
H -2.0823 1.2526 -0.6177
C -1.8886 0.3812 -0.1380
N 0.2989 -0.6073 0.0115
H -2.3274 -0.4060 -0.6466
N 1.6339 -0.4602 0.1722
C -0.4542 0.4331 0.1932
*
```

## Properties
LUMO level, eV: 1.00
Frontier orbital gap, eV: 8.8

=====

2) Molecular formula: C3H6N2
Method: DFT, the ωB97M-V functional and the def2-TZVPD basis

ORCA input file:
```
! RIJCOSX wB97M-V def2-TZVPD def2/J DEFGRID3
* xyz 0 1
C 1.0116 1.4067 0.7666
H 1.9796 -0.4425 1.1878
H -1.0716 0.1562 0.4762
H -1.3663 0.0976 -1.8121
H -1.6966 -1.4786 -1.1211
C -0.8843 -0.7601 -1.2901
N -0.2941 -0.2052 -0.0378
H 0.7392 0.0506 2.4043
C 1.0283 0.0867 1.3216
N 0.7811 2.3317 0.1121
H -0.1873 -1.2097 -1.9954
*
```

## Properties
LUMO level, eV: -0.18
Frontier orbital gap, eV: 8.1

=====

3) Molecular formula: C3H6N2
Method: DFT, the ωB97M-V functional and the def2-TZVPD basis

ORCA input file:
```
! RIJCOSX wB97M-V def2-TZVPD def2/J DEFGRID3
* xyz 0 1
H 0.4213 1.7120 -1.1101
H -0.4264 -2.1147 -0.2665
C 1.0404 -0.3667 0.1320
C 0.2946 1.1766 -0.1666
H -2.3463 -0.8048 0.1113
C -1.3824 -0.2743 0.0861
H 1.2162 -0.4600 1.3112
H 0.6222 1.6367 0.7199
N -0.2742 -1.0795 -0.2600
N -1.1877 0.9390 0.0344
H 2.0224 -0.3645 -0.5915
*
```

## Properties
Structure (SMILES): C1=NCCN1
LUMO level, eV: 1.03
Frontier orbital gap, eV: 9.8

=====

4) Molecular formula: C3H6N2
Method: DFT, the ωB97M-V functional and the def2-TZVPD basis

ORCA input file:
```
! RIJCOSX wB97M-V def2-TZVPD def2/J DEFGRID3
* xyz 0 1
H -0.2964 0.9282 1.7517
H -1.5338 -0.7687 0.3575
C -0.5402 -1.0200 0.7103
N 0.5685 -0.2231 0.1763
C -0.2652 0.5546 -1.7784
C 0.1955 -0.0462 1.5291
H -0.3203 -2.0878 0.8046
H 0.9793 -0.2944 2.2732
H -0.4098 1.3640 -2.4988
H -0.6399 -0.4358 -1.9994
N 0.2716 0.8465 -0.6698
*
```

## Properties
Structure (SMILES): C=NN1CC1
LUMO level, eV: 1.20
Frontier orbital gap, eV: 10.4

=====

Most stable to least stable, the ends of the list are 3) and 1).

=====

1) Molecular formula: C5H12NO
Method: DFT, the ωB97M-V functional and the def2-TZVPD basis

ORCA input file:
```
! RIJCOSX wB97M-V def2-TZVPD def2/J DEFGRID3
* xyz 1 1
C -0.8955 1.4304 -1.9283
H 1.3596 -0.2020 0.0437
H -0.2129 -0.0958 1.5425
C 0.1512 -1.5261 -1.2867
H -1.1708 0.8873 -2.8175
H 0.5940 -2.2173 2.6315
H -1.0554 2.3978 0.2236
H 0.7263 -2.2161 -0.6649
C -0.5498 0.9350 1.5169
H -0.7153 1.5932 2.3558
N -0.6258 1.4808 0.3626
C -0.1234 1.0121 -0.8983
H -1.2271 2.4676 -1.8800
O 0.8431 -1.2976 2.7979
H 0.1976 -1.6499 -2.3583
H -0.8417 -1.6126 -0.8530
H 1.6125 0.1171 -1.6021
C 0.8212 -0.1588 -0.9085
H 1.1121 -1.3454 3.7231
*
```

## Properties
LUMO level, eV: -4.98
Frontier orbital gap, eV: 8.8

=====

2) Molecular formula: C5H12NO
Method: DFT, the ωB97M-V functional and the def2-TZVPD basis

ORCA input file:
```
! RIJCOSX wB97M-V def2-TZVPD def2/J DEFGRID3
* xyz 1 1
C 0.2655 -0.2750 -1.7112
H -0.1623 -1.1941 -3.6157
N 0.0397 0.4010 1.8804
H 1.2116 -0.7275 -1.4058
H 1.7462 1.4092 2.4396
H 1.1479 -0.0008 -3.6947
C 1.1901 0.8917 1.6658
H -0.4875 -0.1852 1.1185
H -1.4178 -1.7300 -1.8095
C 0.1833 -0.2259 -3.2501
C -0.8641 -1.0667 -1.1355
H -0.9791 -0.5409 3.3921
H 1.6406 0.6463 0.7148
H -1.4350 1.1654 3.1489
H 0.1285 0.6868 3.9701
C -0.6031 0.4650 3.1986
O -1.2806 -0.9754 0.0103
H 0.2210 0.7443 -1.3297
H -0.5448 0.5119 -3.5870
*
```

## Properties
LUMO level, eV: -4.44
Frontier orbital gap, eV: 10.2

=====

Most stable to least stable, the ends of the list are 2) and 1).

=====

1) Molecular formula: C5H10NS
Method: DFT, the ωB97M-V functional and the def2-TZVPD basis

ORCA input file:
```
! RIJCOSX wB97M-V def2-TZVPD def2/J DEFGRID3
* xyz 1 1
H -1.3555 -0.9015 0.5905
C 0.2203 -2.5620 0.4298
C 0.5527 -0.3751 1.4455
S -0.8988 1.8918 0.8619
C -0.2053 -1.2452 0.7975
H 1.6238 -0.6800 1.8575
H -0.2870 0.9850 -1.6375
H -1.8187 2.1195 -1.4147
C -0.6912 1.8741 -1.2201
C 0.0926 0.8967 1.6989
N 0.0014 3.0244 -1.4713
H 1.0098 2.9168 -1.2558
H -0.3386 -3.3518 1.0411
H -0.6862 3.7557 -1.2888
H -0.2003 -2.7364 -0.5820
H 1.1894 -2.8256 0.4848
H 0.2443 1.2704 2.7612
*
```

## Properties
LUMO level, eV: -5.41
Frontier orbital gap, eV: 8.4

=====

2) Molecular formula: C5H10NS
Method: DFT, the ωB97M-V functional and the def2-TZVPD basis

ORCA input file:
```
! RIJCOSX wB97M-V def2-TZVPD def2/J DEFGRID3
* xyz 1 1
H 1.3629 -0.4274 1.1316
H -0.9453 1.6464 -2.0028
H 1.3815 0.2395 -1.2725
H 0.7446 -2.4438 -0.8161
H -0.6972 -2.6823 0.2368
H -0.5730 2.4520 -0.7201
C -0.6315 1.4103 -0.9670
C -0.4970 -0.7422 -0.4981
H -0.0449 1.6863 2.3574
C 0.4872 0.3942 -0.6208
S -1.7995 0.2513 -0.1094
H 1.6979 1.3108 0.7732
N -0.0861 0.9423 1.6651
C 0.9928 0.5651 0.8336
C -0.2953 -2.1709 -0.5938
H -0.3965 0.0648 2.1709
H -0.7007 -2.4965 -1.5680
*
```

## Properties
LUMO level, eV: -4.97
Frontier orbital gap, eV: 8.8

=====

Most stable to least stable, the ends of the list are 2) and 1).

=====

1) Molecular formula: C5H10NS
Method: DFT, the ωB97M-V functional and the def2-TZVPD basis

ORCA input file:
```
! RIJCOSX wB97M-V def2-TZVPD def2/J DEFGRID3
* xyz 1 1
C -0.1551 0.7511 1.1836
H 1.8363 -1.2623 0.9143
C -0.4855 -1.3891 -0.2216
S 3.5086 -0.0871 -0.3245
H -0.2135 -1.9984 0.6070
H 0.2331 -1.6653 -1.0520
C 0.9264 0.6518 0.2252
H -1.4709 -1.7892 -0.3461
N -0.4296 -0.0050 -0.0533
H -0.7354 1.7741 1.3785
C 2.0912 -0.3350 0.4078
H -1.2294 0.3090 -1.8934
C -1.3227 0.7838 -0.9152
H -0.2273 0.1166 2.0691
H 0.9639 1.4819 -0.5733
H -1.0158 1.8846 -0.9802
H -2.2742 0.7785 -0.4259
*
```

## Properties
Structure (SMILES): C[N+]1(C)C[C@H]1C=S
LUMO level, eV: -4.74
Frontier orbital gap, eV: 8.3

=====

2) Molecular formula: C5H10NS
Method: DFT, the ωB97M-V functional and the def2-TZVPD basis

ORCA input file:
```
! RIJCOSX wB97M-V def2-TZVPD def2/J DEFGRID3
* xyz 1 1
H 0.3403 0.1188 1.7306
H 2.3942 0.9557 1.1684
H 2.5827 -0.2518 0.2290
C 0.4733 0.2400 0.6074
H -1.1788 -0.4543 -2.0236
H -1.0710 -2.5609 -0.4152
C -0.0613 -0.9320 -0.2075
H -0.5750 -2.2219 1.2127
C -0.6836 0.8662 -0.1878
N -0.7345 -1.9186 0.2521
C -0.3390 -0.1357 -1.3981
H -0.8568 1.9354 -0.5169
C 1.9394 0.6016 0.3561
H -2.4190 1.7330 1.2667
H 0.4694 0.1908 -2.0018
H 2.1506 1.2489 -0.4574
S -2.4309 0.5845 0.3854
*
```

## Properties
LUMO level, eV: -4.31
Frontier orbital gap, eV: 9.1

=====

Most stable to least stable, the ends of the list are 2) and 1).

=====

1) Molecular formula: C5H10NS
Method: DFT, the ωB97M-V functional and the def2-TZVPD basis

ORCA input file:
```
! RIJCOSX wB97M-V def2-TZVPD def2/J DEFGRID3
* xyz 1 1
C -0.9975 1.0324 -1.2244
H 1.5794 1.7508 0.2043
H -0.9319 -2.2268 0.1202
H -2.8382 0.9689 0.2333
H 1.6659 0.0617 -0.4348
H 0.1819 -0.6201 1.4402
C -2.1121 0.5912 -0.3712
H 0.0669 -1.8327 -1.3788
C -0.8298 -0.1671 -0.2800
N 0.1088 0.2590 0.8549
C 1.4462 0.6859 0.4117
C -0.8078 -1.5998 -0.7039
H 2.2722 0.6238 1.2510
S -2.4209 0.5410 -2.1250
H -0.2886 0.9780 1.6043
H -1.6676 -1.7248 -1.4050
H -0.3183 1.7517 -1.6137
*
```

## Properties
Structure (SMILES): C[NH2+][C@@]1(C)[C@@H]2S[C@@H]21
LUMO level, eV: -3.59
Frontier orbital gap, eV: 8.8

=====

2) Molecular formula: C5H10NS
Method: DFT, the ωB97M-V functional and the def2-TZVPD basis

ORCA input file:
```
! RIJCOSX wB97M-V def2-TZVPD def2/J DEFGRID3
* xyz 1 1
C 2.1553 -0.2120 -0.8470
N -2.3777 -1.2398 0.4410
H -2.0648 -1.9748 1.0727
C -0.0950 -0.5079 0.2120
C -1.4887 -0.5040 -0.1576
H 2.7854 -0.2075 -1.7961
H 0.8472 0.8417 1.6738
C 0.8669 -0.4654 -0.9567
H 0.3475 -0.8782 -1.7745
H -0.9439 1.0295 1.7098
H -3.2729 -1.3748 0.0604
H 4.1780 0.7441 -0.2841
C -0.0647 0.8823 1.0360
H -1.7953 0.3363 -0.6749
S 3.2082 0.1968 0.4540
H -0.0920 1.6474 0.2044
H 0.0991 -1.2326 0.9928
*
```

## Properties
Structure (SMILES): C[C@@H](C=[NH2+])/C=C\S
LUMO level, eV: -4.97
Frontier orbital gap, eV: 7.4

=====

Most stable to least stable, the ends of the list are 2) and 1).

=====

1) Molecular formula: C3H4Si
Method: DFT, the ωB97M-V functional and the def2-TZVPD basis

ORCA input file:
```
! RIJCOSX wB97M-V def2-TZVPD def2/J DEFGRID3
* xyz 0 1
H -0.2524 0.2775 1.8395
H 1.1820 -1.7402 0.1368
C 0.7485 0.5419 -0.3160
C -0.2776 0.1307 0.6884
C 0.9868 -0.7039 -0.1225
H 1.2249 1.3712 -0.8066
H -1.7639 0.6305 -1.3371
Si -1.8485 -0.5076 -0.0824
*
```

## Properties
LUMO level, eV: -0.42
Frontier orbital gap, eV: 7.6

=====

2) Molecular formula: C3H4Si
Method: DFT, the ωB97M-V functional and the def2-TZVPD basis

ORCA input file:
```
! RIJCOSX wB97M-V def2-TZVPD def2/J DEFGRID3
* xyz 0 1
C 2.3638 -0.5289 0.8266
C -1.1800 -0.0584 -1.0079
H 0.5136 2.0258 0.3371
C -1.9307 -0.2582 -0.0785
H -0.3414 -0.0473 -1.4828
H -2.7834 -0.5061 0.5436
H 2.0734 -1.3882 0.2090
Si 1.2848 0.7612 0.6529
*
```

## Properties
Structure (SMILES): C#[SiH].C#C
LUMO level, eV: -0.32
Frontier orbital gap, eV: 8.1

=====

Most stable to least stable, the ends of the list are 1) and 2).